1.
DFT (the ωB97M-V functional and the def2-TZVPD basis) results for a single C10H13NO molecule.

## Properties
gap between HOMO and LUMO = 9.000 eV
structure (SMILES) = N[C@H]1CCc2cc(O)ccc2C1
HOMO level = -0.3145 Eh
ΔE to the lowest compared entry with this formula, charge and spin = 92.3 kcal per mole

Each line ends with the Löwdin charge.
Atoms and positions in Å:
N: -2.54195 -2.47287 -0.75186  0.004
C: -1.44242 -1.42352 -0.73768  -0.453
C: -2.19937 -0.11983 -0.65766  -0.199
C: -1.18239 1.02918 -0.64483  -0.146
C: 0.24952 0.77800 -0.04716  -0.189
C: 1.12593 1.91441 -0.00566  -0.008
C: 2.46725 1.83590 0.38294  -0.409
O: 3.34699 2.86817 0.32663  -0.036
C: 2.86075 0.63253 0.95273  -0.036
C: 1.95985 -0.47120 0.94354  -0.058
C: 0.63477 -0.44738 0.53596  -0.190
C: -0.54725 -1.55724 0.58592  -0.080
H: -2.73447 -2.42644 0.18304  -0.017
H: -1.98971 -3.43379 -0.47723  0.133
H: -0.80913 -1.61336 -1.69653  0.171
H: -3.05072 -0.30794 -1.43701  0.147
H: -2.61788 -0.23705 0.42503  0.126
H: -1.45156 2.00226 0.02566  0.147
H: -0.96137 1.49544 -1.64739  0.117
H: 0.53513 2.93512 -0.13965  0.151
H: 3.10422 3.51071 -0.63869  0.257
H: 3.98131 0.62758 1.07177  0.132
H: 2.49652 -1.40761 1.33488  0.127
H: -1.29820 -1.14999 1.52959  0.178
H: 0.06419 -2.56108 0.58368  0.131


2.
DFT (the ωB97M-V functional and the def2-TZVPD basis) results for a 2-piece molecular cluster, C10H13NO overall.

## Properties
gap between HOMO and LUMO (alpha / beta) = 9.458 / 5.360 eV
HOMO level (alpha / beta) = -0.4751 / -0.4752 Eh
multiplicity = 2
<S²> = 0.787
total charge = +1

Each line ends with the Löwdin charge.
Atoms and positions in Å:
C: 0.70284 -1.41019 -2.39821  -0.001
C: -1.67383 -0.17673 -2.63901  0.048
C: -2.28982 -0.04884 -0.34780  -0.133
C: -0.66319 -0.76462 -2.01413  -0.120
C: -0.90892 -0.44975 -0.57986  -0.101
C: -2.72913 0.28438 0.90122  0.047
C: -1.81682 0.13394 1.95118  -0.023
C: -0.10645 -0.57862 0.48137  0.014
C: -0.42641 -0.05221 1.74666  0.037
N: -2.70373 0.17579 -1.65761  0.204
H: -3.60629 0.09874 -1.95594  0.132
H: -1.96383 -0.14570 -3.60063  0.100
H: -3.75997 0.60395 1.15679  0.148
H: 0.84734 -1.76330 -3.46801  0.108
H: 0.84058 -2.40914 -1.91033  0.101
H: -1.83571 0.00852 3.04951  0.136
H: 0.85197 -0.77126 0.32141  0.073
H: 0.33484 0.12721 2.49304  0.124
H: 1.51951 -0.81461 -1.99371  0.082
C: 3.22856 1.48467 1.39316  -0.208
O: 3.62583 0.76437 2.51933  -0.189
H: 2.96717 0.91166 3.32306  0.141
H: 3.23507 2.61453 1.66940  0.111
H: 2.29283 0.93477 0.99923  0.057
H: 4.03754 1.24244 0.55990  0.116


3.
DFT (the ωB97M-V functional and the def2-TZVPD basis) results for a single C10H13NO2 molecule.

## Properties
gap between HOMO and LUMO = 9.012 eV
structure (SMILES) = C[C@@H](N)Cc1ccc2c(c1)OCO2
HOMO level = -0.2991 Eh
ΔE to the lowest compared entry with this formula, charge and spin = 70.8 kcal per mole

Each line ends with the Löwdin charge.
Atoms and positions in Å:
C: -0.69479 -2.61201 -2.36889  -0.083
C: -0.82927 -1.19705 -2.78267  -0.482
N: -2.14620 -0.74414 -2.45520  0.030
C: 0.34774 -0.21248 -2.37133  -0.141
C: 0.58110 -0.04966 -0.93441  -0.206
C: 1.87326 -0.07249 -0.32236  -0.028
C: 2.04143 0.17789 1.03977  -0.006
C: 0.95736 0.52181 1.76344  -0.278
C: -0.21508 0.75622 1.19534  -0.258
C: -0.47374 0.45293 -0.07852  0.074
O: -1.16614 1.12116 2.11604  0.072
C: -0.29107 1.55722 3.10151  -0.214
O: 0.85953 0.80917 3.06516  0.082
H: -1.06945 -3.34389 -3.17079  0.112
H: 0.28823 -2.79174 -2.04371  0.055
H: -1.25325 -2.84494 -1.44934  0.078
H: -0.63065 -1.25084 -3.86995  0.125
H: -2.29249 0.18309 -2.71171  0.050
H: -2.68589 -1.18869 -1.67406  0.112
H: 1.37281 -0.53186 -2.82554  0.142
H: 0.22201 0.75318 -2.92564  0.124
H: 2.90216 -0.17238 -0.74364  0.120
H: 3.06063 0.39136 1.39929  0.131
H: -1.38048 0.61291 -0.65194  0.111
H: -0.05304 2.59531 2.92723  0.142
H: -0.78594 1.42054 4.02537  0.135


4.
DFT (the ωB97M-V functional and the def2-TZVPD basis) results for a single C10H13NO3 molecule.

## Properties
gap between HOMO and LUMO = 9.765 eV
structure (SMILES) = O=C(NC(CO)CO)c1ccccc1
HOMO level = -0.3583 Eh
ΔE to the lowest compared entry with this formula, charge and spin = 32.4 kcal per mole

Each line ends with the Löwdin charge.
Atoms and positions in Å:
O: 0.14597 1.32825 -2.40080  0.090
C: 0.37095 0.46520 -1.56928  -0.375
N: 1.67355 0.46763 -0.91611  0.076
C: 1.73175 1.14439 0.43252  -0.260
C: 0.82523 2.38879 0.59871  -0.222
O: -0.49059 2.16142 1.05421  -0.040
C: 1.55911 0.07232 1.54451  -0.229
O: 2.54413 -0.91397 1.36661  -0.067
C: -0.65774 -0.54515 -1.05768  -0.151
C: -1.97012 -0.27775 -1.40552  -0.015
C: -2.94065 -1.15122 -0.94030  -0.080
C: -2.61459 -2.13017 -0.04617  -0.078
C: -1.28891 -2.31582 0.38502  -0.060
C: -0.30051 -1.57804 -0.20330  -0.070
H: 2.19082 1.05240 -1.53893  0.107
H: 2.76747 1.55809 0.51715  0.157
H: 0.88610 2.92986 -0.37687  0.123
H: 1.27513 3.06863 1.39346  0.142
H: -0.82924 1.41865 0.55266  0.058
H: 1.84535 0.55252 2.47891  0.129
H: 0.50888 -0.29084 1.59724  0.108
H: 2.63857 -1.12761 0.43215  0.066
H: -2.21543 0.51512 -2.07886  0.118
H: -3.99557 -1.09299 -1.24901  0.118
H: -3.41126 -2.74655 0.40235  0.115
H: -0.97207 -3.03782 1.17562  0.129
H: 0.72368 -1.91532 -0.14829  0.113


5.
DFT (the ωB97M-V functional and the def2-TZVPD basis) results for a single C10H13NO3 molecule.

## Properties
gap between HOMO and LUMO = 8.409 eV
structure (SMILES) = CCOC(=C=O)/C(C)=C(\C#N)OCC
HOMO level = -0.2896 Eh
ΔE to the lowest compared entry with this formula, charge and spin = 120.2 kcal per mole

Each line ends with the Löwdin charge.
Atoms and positions in Å:
C: 1.75561 2.59346 -2.44820  -0.051
C: 1.01251 3.28681 -1.27371  -0.209
O: -0.13718 2.49573 -0.94977  -0.033
C: 0.27091 1.40643 -0.31284  -0.282
C: 1.27885 1.29397 0.55435  -0.131
O: 2.26678 1.00240 1.14419  0.166
C: -0.49957 0.07647 -0.32299  -0.132
C: -1.13378 -0.37695 -1.55834  -0.031
C: -0.62311 -0.53162 0.88557  -0.259
C: -0.47467 0.06237 2.15399  -0.184
N: -0.68641 0.24444 3.23686  0.216
O: -1.23382 -1.74054 0.82390  -0.063
C: -1.39271 -2.59210 1.99040  -0.222
C: -0.29101 -3.66248 1.80787  -0.076
H: 0.94804 2.45198 -3.29359  0.113
H: 2.52836 3.22003 -2.97305  0.088
H: 2.00547 1.57784 -2.27073  0.050
H: 0.64883 4.26387 -1.58024  0.122
H: 1.58077 3.46213 -0.38927  0.104
H: -1.99796 -1.09618 -1.34629  0.106
H: -0.43264 -1.01296 -2.12329  0.094
H: -1.58157 0.46627 -2.22118  0.123
H: -1.22421 -2.21561 3.05233  0.126
H: -2.37765 -2.94830 1.99407  0.094
H: -0.35819 -4.40140 2.66817  0.088
H: -0.49849 -4.27509 0.87552  0.091
H: 0.64687 -3.05097 1.87627  0.091


6.
DFT (the ωB97M-V functional and the def2-TZVPD basis) results for a 2-piece molecular cluster, C10H13NO3P overall.

## Properties
gap between HOMO and LUMO = 8.062 eV
HOMO level = -0.1829 Eh
ΔE to the lowest compared entry with this formula, charge and spin = 49.6 kcal per mole
total charge = -1

Each line ends with the Löwdin charge.
Atoms and positions in Å:
C: -0.06512 0.11548 3.99753  -0.091
C: -1.33580 0.12810 3.44873  -0.163
C: 0.86902 -0.48397 3.10394  -0.085
C: -1.72174 -0.35491 2.26558  -0.091
C: 0.50066 -0.97878 1.87136  -0.043
C: -0.82356 -0.93768 1.37329  -0.189
C: -0.12007 1.92919 -2.31170  -0.558
C: 1.05667 1.91421 -3.24936  -0.033
C: -1.17595 -1.37170 -0.00613  -0.139
C: -0.38345 -1.73223 -0.96951  -0.228
N: -0.65614 0.90332 -1.82101  0.151
O: 2.06349 -2.83270 -0.55600  -0.409
O: -0.67422 3.17811 -2.15652  -0.003
O: 1.68443 -1.47663 -2.65274  -0.433
P: 1.39999 -1.66941 -1.17837  0.256
H: 0.15590 0.47500 5.04741  0.110
H: -2.10126 0.80230 3.99371  0.121
H: 1.87590 -0.59122 3.41866  0.082
H: -2.71049 -0.40908 2.01382  0.075
H: 1.19361 -1.35634 1.11807  0.044
H: 0.72541 1.88447 -4.34742  0.104
H: 1.69904 1.07280 -2.92146  0.062
H: 1.55800 2.94313 -3.07101  0.095
H: -2.34087 -1.51939 -0.16032  0.136
H: -1.54967 3.00641 -1.69882  0.124
H: -0.63329 -2.16059 -1.89614  0.060
H: -0.20260 0.06615 -2.23577  0.028
H: 1.71208 -0.54405 -0.41982  0.016


7.
DFT (the ωB97M-V functional and the def2-TZVPD basis) results for a single C10H13NO4 molecule.

## Properties
gap between HOMO and LUMO (alpha / beta) = 7.810 / 7.811 eV
HOMO level (alpha / beta) = -0.3276 / -0.3276 Eh
ΔE to the lowest compared entry with this formula, charge and spin = 164.6 kcal per mole

Each line ends with the Löwdin charge.
Atoms and positions in Å:
C: 0.12119 -1.87112 -0.03438  -0.291
C: 1.60283 -1.34199 0.06896  -0.278
C: -0.59979 -0.23848 1.64188  -0.096
C: 0.80654 0.28840 1.98125  -0.078
C: -0.80965 -0.65035 0.14451  -0.386
C: 1.66654 -0.00416 0.77667  -0.105
C: -0.40306 0.39255 -0.83527  -0.151
C: -2.26013 -1.09351 -0.13862  0.011
C: -0.94139 1.77443 -0.68457  0.022
C: 0.31561 0.01622 -2.07243  0.048
N: 2.25911 1.04008 0.21499  -0.383
O: 2.65709 0.88558 -0.97712  -0.017
O: -0.23376 -2.96993 -0.28622  0.187
O: 2.45891 -1.88999 -0.53286  0.170
O: 2.30834 2.13795 0.76613  0.018
H: -0.97005 -1.07982 2.30356  0.146
H: -1.18249 0.62143 2.00918  0.118
H: 0.73523 1.33924 2.01452  0.098
H: 1.16378 -0.23133 2.80218  0.104
H: -2.97307 -0.31905 -0.23908  0.078
H: -2.72889 -1.76265 0.54570  0.091
H: -2.24215 -1.53486 -1.10672  0.088
H: -1.57611 2.07258 -1.37072  0.039
H: 0.00126 2.54002 -0.69586  0.176
H: -1.38607 1.85100 0.24515  0.057
H: 1.50877 0.46664 -1.76196  0.160
H: 0.04390 0.57500 -2.89552  0.082
H: 0.65751 -1.01386 -1.88336  0.095


8.
DFT (the ωB97M-V functional and the def2-TZVPD basis) results for a 2-piece molecular cluster, C10H13NOS overall.

## Properties
gap between HOMO and LUMO (alpha / beta) = 8.003 / 8.252 eV
HOMO level (alpha / beta) = -0.3259 / -0.3214 Eh
ΔE to the lowest compared entry with this formula, charge and spin = 171.6 kcal per mole

Each line ends with the Löwdin charge.
Atoms and positions in Å:
C: 4.15625 0.41037 -1.81520  -0.119
C: 3.18064 1.02121 -2.55778  -0.107
C: 3.90556 -0.30486 -0.70804  -0.110
C: 1.88696 0.70777 -2.24163  -0.046
C: 2.61072 -0.56147 -0.33949  -0.077
C: 1.55000 -0.11373 -1.10672  -0.295
C: -0.30461 0.27302 0.47052  -0.323
C: -2.27640 -1.32196 2.04264  -0.202
C: -3.12812 0.77330 1.37416  -0.164
C: 0.13366 -0.40554 -0.77442  -0.249
N: -2.41666 -0.40381 1.00916  -0.096
O: -0.34418 2.06564 2.21117  -0.603
S: 0.49573 1.48558 1.10315  0.961
H: 5.23062 0.62968 -2.17716  0.137
H: 3.18908 1.46547 -3.53237  0.102
H: 4.70267 -0.66018 -0.08271  0.107
H: 1.04822 1.17450 -2.93994  0.152
H: 2.49429 -1.37940 0.43357  0.144
H: -1.49618 -1.98980 1.86044  0.042
H: -1.85412 -0.95154 3.06376  0.121
H: -3.26180 -1.84790 2.11485  0.110
H: -4.25148 0.35605 1.52893  0.140
H: -2.77170 1.19458 2.37921  0.102
H: -3.42684 1.46619 0.72307  0.020
H: -0.08495 -1.44085 -0.48551  0.114
H: -0.43597 -0.18068 -1.72782  0.138


9.
DFT (the ωB97M-V functional and the def2-TZVPD basis) results for a 2-piece molecular cluster, C10H13O2 overall.

## Properties
gap between HOMO and LUMO = 6.937 eV
HOMO level = -0.1436 Eh
ΔE to the lowest compared entry with this formula, charge and spin = 15.5 kcal per mole
total charge = -1

Each line ends with the Löwdin charge.
Atoms and positions in Å:
C: 2.26655 0.50594 -0.65517  -0.205
C: 2.16956 0.18312 -2.18309  -0.111
C: 3.38276 -0.34789 -0.00128  -0.769
O: 4.55574 0.05739 -0.20123  -0.107
O: 3.00002 -1.40871 0.54087  -0.093
H: 2.33378 1.58196 -0.49292  0.093
H: 1.35643 0.08682 -0.26419  0.038
H: 1.78064 -0.83391 -2.17434  0.059
H: 3.16647 0.13803 -2.61526  0.064
H: 1.41152 0.83913 -2.60859  0.050
C: -2.14960 -1.77021 -0.96788  -0.051
C: -1.22432 0.34116 0.00149  -0.032
C: -2.19868 -0.64274 0.02200  -0.277
C: -1.43415 1.51839 0.72166  -0.076
C: -2.63182 1.75492 1.36196  -0.109
C: -3.28163 -0.52287 0.89607  -0.067
C: -3.51545 0.69039 1.51700  -0.109
H: -0.31120 0.24072 -0.55149  0.076
H: -0.66574 2.28261 0.65624  0.106
H: -2.76336 -2.62200 -0.66821  0.069
H: -1.15543 -2.09750 -1.25217  0.078
H: -2.84779 2.66476 1.90704  0.093
H: -3.88736 -1.40642 1.06301  0.103
H: -4.40166 0.74339 2.14103  0.093
H: -2.64199 -1.41594 -1.88488  0.084